Entry 1:
67
Properties=species:S:1:pos:R:3:forces:R:3 method="wB97M-V/def2-TZVPD" charge=+1 e_lumo_ev="-6.040 / -6.040" s_squared=2.009 total_energy_ha=-1941.97149 multiplicity=3 homo_ev="-10.8421 / -11.5483"
C 0.857 -0.688 -0.127 -0.7 0.5 -1.2
C -0.161 -0.025 -0.299 -0.1 -0.2 -1.1
C -1.453 0.685 -0.855 3.0 -0.4 1.9
S -2.765 -0.606 -1.055 -0.8 0.0 0.1
Cl -3.392 -1.288 0.785 1.0 0.3 -1.5
H 1.815 -1.275 -0.265 -1.6 1.0 0.7
H -1.764 1.492 -0.109 -0.2 -1.3 -1.0
H -1.253 1.199 -1.857 -0.5 -1.1 1.1
H -2.080 -1.695 -1.601 -0.1 0.8 0.9
C -7.409 3.782 3.346 -0.2 -0.2 -0.2
C -5.986 4.375 3.517 -2.1 0.6 0.2
C -5.599 5.196 2.270 0.5 -0.1 -0.2
C -5.204 4.350 1.064 -0.1 -0.1 -0.1
C -4.146 3.318 1.446 -0.1 0.5 0.2
C -4.571 2.449 2.645 -0.2 -1.9 -1.0
N -5.026 3.265 3.806 3.1 2.4 0.0
O -3.936 3.801 4.378 -1.5 -1.2 -0.3
C -5.687 1.477 2.198 -0.3 0.1 0.0
C -3.399 1.509 3.017 0.2 0.6 0.5
C -6.128 5.362 4.700 0.8 -0.2 0.3
H -7.535 2.867 3.929 0.1 0.1 -0.1
H -8.180 4.473 3.697 0.2 0.1 0.0
H -7.658 3.569 2.305 0.0 -0.1 0.0
H -4.756 5.855 2.509 0.0 -0.1 0.2
H -6.426 5.854 1.986 0.0 -0.1 0.2
H -6.082 3.858 0.635 0.0 0.0 0.0
H -4.808 4.999 0.277 -0.1 0.0 0.0
H -3.931 2.685 0.577 -0.1 -0.2 0.1
H -3.213 3.843 1.674 0.0 -0.1 0.2
H -6.063 0.895 3.046 0.1 0.1 -0.1
H -5.307 0.764 1.460 0.1 0.1 0.1
H -6.532 1.964 1.720 0.0 0.1 0.1
H -2.482 2.055 3.249 -0.2 0.1 0.1
H -3.159 0.842 2.185 -0.3 0.3 0.0
H -3.655 0.886 3.878 0.0 0.1 0.0
H -6.386 4.838 5.624 0.1 0.0 -0.1
H -6.918 6.090 4.501 0.0 -0.3 -0.2
H -5.219 5.941 4.875 0.0 -0.3 0.0
C 5.654 -4.674 -4.328 0.2 -0.3 0.1
C 5.406 -3.218 -3.856 0.4 -1.2 -1.8
C 6.747 -2.470 -3.715 0.1 0.3 0.4
C 7.540 -2.840 -2.467 0.0 -0.1 0.0
C 6.672 -2.737 -1.217 0.1 0.3 -0.4
C 5.368 -3.549 -1.331 0.4 -1.5 1.4
N 4.615 -3.243 -2.586 0.2 4.2 0.5
O 4.035 -2.030 -2.442 0.2 -2.2 -0.1
C 5.698 -5.057 -1.252 0.1 -0.2 -0.2
C 4.519 -3.302 -0.064 -0.4 0.6 -0.4
C 4.631 -2.568 -5.027 -0.4 0.4 0.5
H 4.854 -5.343 -4.002 0.1 0.1 0.1
H 5.683 -4.746 -5.418 0.0 0.2 0.1
H 6.607 -5.076 -3.981 -0.1 0.0 0.1
H 6.565 -1.389 -3.691 -0.2 -0.1 0.0
H 7.369 -2.651 -4.598 -0.3 -0.1 0.0
H 7.956 -3.847 -2.562 0.0 0.0 0.0
H 8.397 -2.168 -2.368 0.0 -0.1 0.0
H 7.250 -3.070 -0.350 -0.2 -0.1 0.0
H 6.443 -1.681 -1.038 -0.2 -0.1 -0.1
H 4.800 -5.664 -1.403 0.1 0.1 0.0
H 6.100 -5.313 -0.268 -0.1 0.2 0.0
H 6.451 -5.382 -1.964 -0.1 0.0 -0.1
H 4.298 -2.243 0.088 0.0 -0.1 -0.2
H 5.051 -3.637 0.829 0.1 -0.1 -0.3
H 3.573 -3.849 -0.110 0.1 0.0 -0.1
H 3.656 -3.045 -5.169 0.1 0.0 0.1
H 5.188 -2.669 -5.961 0.1 -0.2 0.3
H 4.472 -1.497 -4.882 -0.1 -0.2 0.2

=====

Entry 2:
70
Properties=species:S:1:pos:R:3:forces:R:3 method="wB97M-V/def2-TZVPD" charge=0 e_lumo_ev=0.168 total_energy_ha=-2069.45892 multiplicity=1 homo_ev=-7.7777
C -0.110 0.506 -3.105 4.8 0.8 5.0
C 0.714 0.661 -2.075 -3.4 -0.3 -6.2
C 2.025 1.165 -1.233 -2.1 -0.8 0.6
C 1.431 2.398 -0.381 0.2 0.9 0.1
C 1.258 3.778 -1.241 0.2 0.7 0.6
C -0.163 3.893 -2.007 -0.3 -1.3 -0.2
O 3.124 1.429 -2.194 -1.8 -2.7 0.2
S 3.358 -0.162 -2.808 5.2 -1.5 -6.8
O 4.858 -0.332 -3.093 -4.4 0.7 2.8
O 2.776 -0.448 -4.200 -0.5 1.1 5.4
O 2.733 -1.117 -1.522 0.4 2.5 -1.1
C 2.648 -0.120 -0.418 -1.7 0.6 2.1
C 1.761 -0.515 0.889 -0.8 -0.7 0.4
C 1.491 -2.108 1.025 0.1 0.1 -0.3
C 0.235 -2.649 0.157 0.4 0.1 -0.4
C -1.209 -2.192 0.714 0.2 -0.2 0.6
N -1.606 -0.816 0.200 -0.6 0.0 0.7
C -2.354 -0.924 -1.103 0.0 0.8 -0.7
C -2.434 -0.104 1.222 -4.3 -2.0 1.9
C -2.138 1.375 1.783 0.7 -0.2 -0.4
O -3.463 -0.716 1.716 4.6 2.7 -2.0
P 4.469 -0.040 0.145 1.7 1.1 -1.1
C 5.034 -1.640 0.998 -0.1 -1.3 -0.2
C 5.296 -2.731 -0.200 0.2 -0.5 -0.4
C 4.862 1.514 1.159 0.8 0.7 1.4
C 6.362 2.008 0.679 -0.9 -0.6 -0.6
H -0.714 0.348 -4.084 1.3 0.3 2.6
H 2.061 2.625 0.557 -0.7 -0.5 -1.6
H 0.370 2.112 0.013 2.0 0.2 -0.9
H 2.181 3.950 -1.935 -1.8 -0.4 1.2
H 1.286 4.647 -0.460 0.1 -1.6 -1.3
H -0.057 3.787 -3.158 -0.1 0.3 2.0
H -0.779 4.829 -1.752 1.2 -1.3 -0.4
H -0.789 2.966 -1.675 0.9 1.7 -0.7
H 0.748 0.046 0.950 1.6 -1.0 -0.5
H 2.348 -0.206 1.851 -0.8 -0.4 -1.9
H 2.447 -2.640 0.634 -1.7 0.7 0.8
H 1.370 -2.347 2.154 0.1 0.3 -1.9
H 0.420 -2.281 -0.938 -0.6 -0.6 1.9
H 0.289 -3.807 0.123 -0.2 1.9 0.2
H -2.042 -2.960 0.480 1.4 1.1 0.3
H -1.149 -2.112 1.863 -0.1 -0.2 -1.7
H -3.393 -1.408 -0.987 1.5 0.6 -0.1
H -2.478 0.157 -1.497 0.1 -1.8 0.5
H -1.724 -1.499 -1.900 -1.0 1.0 1.7
H -2.927 1.739 2.536 1.1 -1.0 -1.3
H -1.117 1.351 2.334 -1.6 0.1 -1.1
H -2.096 2.150 0.927 0.1 -1.4 1.3
H 4.267 -2.095 1.725 1.4 0.8 -0.7
H 6.080 -1.468 1.485 -2.2 0.1 -0.6
H 5.075 -2.306 -1.247 0.4 -0.5 1.7
H 4.635 -3.676 -0.082 1.1 1.6 0.0
H 6.410 -3.081 -0.219 -2.1 0.7 0.2
H 4.168 2.412 0.975 0.8 -1.7 0.1
H 4.890 1.324 2.310 -0.2 0.4 -1.9
H 6.512 1.549 -0.383 -0.1 1.1 1.9
H 7.177 1.591 1.376 -1.2 0.9 -1.1
H 6.329 3.158 0.617 0.5 -1.9 0.2
C -8.685 -1.359 1.531 -0.3 0.0 0.0
C -7.763 -0.520 0.661 0.3 -0.3 0.5
C -6.429 -1.215 0.437 0.1 0.0 -0.2
O -7.540 0.741 1.288 -0.1 0.3 -0.1
H -8.244 -1.529 2.518 0.1 -0.1 -0.1
H -9.636 -0.842 1.694 0.1 -0.1 -0.1
H -8.889 -2.329 1.068 0.0 0.0 0.1
H -8.243 -0.324 -0.302 0.0 0.2 0.1
H -5.909 -1.379 1.386 -0.1 0.0 -0.1
H -5.772 -0.594 -0.180 -0.1 -0.1 0.0
H -6.566 -2.180 -0.059 0.0 0.0 0.0
H -7.115 0.579 2.142 -0.1 0.0 -0.3

=====

Entry 3:
71
Properties=species:S:1:pos:R:3:forces:R:3 method="wB97M-V/def2-TZVPD" charge=+3 e_lumo_ev="-9.196 / -8.637" s_squared=2.032 de_lowest_kcal_mol=2.9 total_energy_ha=-9174.33707 multiplicity=3 homo_ev="-17.1420 / -17.2710"
V -0.562 0.071 -0.099 -0.2 0.0 1.6
C -2.176 -1.689 1.892 0.3 -0.2 0.0
C -2.825 -0.362 2.096 -0.2 0.2 -0.1
O -2.556 0.389 0.882 0.0 0.1 -0.1
C -2.843 1.797 1.027 -0.1 -0.2 0.0
C -1.630 2.481 1.583 0.3 0.1 0.0
O -0.508 2.059 0.762 0.0 0.1 0.0
C 0.777 2.463 1.304 -0.3 0.1 0.0
C 1.311 1.323 2.111 0.2 -0.2 0.0
O 1.197 0.152 1.268 0.1 -0.1 -0.1
C 1.440 -1.094 1.974 0.1 0.2 -0.1
C 0.151 -1.500 2.614 -0.2 -0.2 0.0
O -0.802 -1.442 1.538 0.0 0.2 -0.1
H -2.609 -2.222 1.048 0.0 0.0 0.0
H -2.239 -2.315 2.781 0.0 0.0 0.0
H -2.399 0.172 2.948 0.0 0.0 0.0
H -3.903 -0.449 2.232 0.0 0.0 0.0
H -3.713 1.946 1.666 0.0 0.0 0.0
H -3.091 2.167 0.036 0.0 0.0 0.0
H -1.428 2.197 2.618 -0.1 0.0 0.0
H -1.727 3.565 1.529 0.0 0.0 0.0
H 0.660 3.360 1.910 0.0 0.0 0.0
H 1.410 2.703 0.457 0.0 0.0 -0.1
H 0.746 1.163 3.031 0.0 0.1 0.0
H 2.359 1.486 2.365 0.0 0.0 0.0
H 2.251 -0.969 2.691 0.0 0.0 0.0
H 1.740 -1.814 1.214 0.0 0.0 0.0
H -0.156 -0.836 3.425 0.0 0.0 0.0
H 0.211 -2.520 2.998 0.0 0.0 0.0
C 2.766 -1.034 -1.562 0.0 0.0 0.0
As 1.392 0.302 -1.706 0.1 0.0 -0.4
C 2.421 1.942 -1.782 0.1 0.0 0.0
C 0.689 0.190 -3.496 0.1 0.0 0.0
C 1.464 -0.179 -4.587 0.0 0.0 -0.1
C 0.915 -0.147 -5.865 0.0 0.0 0.0
C -0.397 0.270 -6.053 0.0 0.0 0.0
C -1.173 0.644 -4.962 0.1 0.0 -0.1
C -0.631 0.589 -3.685 -0.1 0.0 -0.1
As -1.612 1.143 -2.129 0.0 0.3 -0.3
C -1.579 3.070 -2.303 0.0 0.0 0.0
C -3.470 0.714 -2.402 -0.1 0.0 -0.1
H 2.338 -2.027 -1.673 0.0 0.0 0.0
H 3.254 -0.938 -0.594 0.0 0.0 0.0
H 3.500 -0.849 -2.343 0.1 -0.1 0.0
H 3.010 1.902 -2.696 0.1 0.1 0.0
H 3.095 2.009 -0.930 0.0 0.0 0.0
H 1.773 2.814 -1.818 0.0 0.0 0.0
H 2.496 -0.485 -4.465 0.0 0.0 0.0
H 1.519 -0.432 -6.716 0.0 0.0 0.0
H -0.814 0.317 -7.051 0.0 0.0 0.0
H -2.189 0.985 -5.130 0.0 0.0 0.0
H -2.013 3.316 -3.270 0.0 0.1 0.0
H -0.552 3.424 -2.273 0.0 0.0 0.0
H -2.156 3.553 -1.518 0.0 0.0 0.0
H -3.648 0.581 -3.466 -0.1 0.0 0.0
H -4.071 1.549 -2.048 -0.1 0.0 0.0
H -3.734 -0.187 -1.857 0.0 0.0 0.0
C -0.370 -4.052 -3.816 0.1 0.0 -0.1
As -1.747 -3.242 -2.785 0.0 0.2 0.0
C -2.901 -2.306 -3.976 -0.1 0.0 -0.1
C -2.753 -4.600 -1.913 -0.1 -0.1 0.0
S -0.757 -2.062 -1.279 0.1 -0.4 0.2
H -0.833 -4.731 -4.531 0.0 0.0 0.0
H 0.291 -4.601 -3.150 0.0 0.0 0.0
H 0.175 -3.267 -4.336 0.0 0.0 0.0
H -3.231 -3.017 -4.734 0.0 0.0 0.0
H -2.340 -1.499 -4.444 -0.1 0.0 0.0
H -3.763 -1.928 -3.434 0.0 0.0 0.0
H -3.107 -5.297 -2.672 0.0 0.0 0.0
H -3.599 -4.146 -1.403 0.0 0.0 0.0
H -2.105 -5.112 -1.207 0.0 0.0 0.0